1.
The following is a DFT calculation (wB97M-V/def2-TZVPD) of C13H17N3O5Tc as an isolated structure.

## Properties
Charge ... +2
Relative energy (zero: lowest compared OMol25 entry of this formula, charge and spin) ... 17.7 kcal/mol
<S²> ... 0.7554
E_tot ... -1126.25851 hartree
2S+1 ... 2

Geometry as XYZ:
```
39
Properties=species:S:1:pos:R:3:mulliken_charge:R:1
Tc -0.2397 -0.2521 0.2517 0.9605
O 5.6331 0.4109 -1.0722 -0.4426
C 4.3680 0.2008 -0.7869 0.9035
C 3.7808 -1.0787 -0.7069 -0.4057
C 2.4487 -1.1510 -0.3948 0.1657
N 1.7201 -0.0607 -0.1482 -0.2065
C 2.2467 1.1626 -0.2787 0.2112
C 3.5671 1.3444 -0.5878 -0.4849
C 1.2010 2.2305 -0.1217 0.4962
O 1.3392 3.3960 -0.1852 -0.4147
O -0.0196 1.6089 0.1065 -0.5907
C 1.5966 -2.3848 -0.3690 0.3810
O 1.9087 -3.5050 -0.5213 -0.3988
O 0.2734 -1.9775 -0.1458 -0.6160
H 6.1375 -0.4018 -1.2271 0.3412
H 4.3338 -1.9880 -0.9080 0.4817
H 3.9780 2.3396 -0.6969 0.5852
C -0.8279 1.5410 4.9735 -0.8431
C -0.0282 0.2468 4.9117 -1.0295
N -0.7802 -0.8858 4.3190 0.1291
C -1.3818 -1.8627 5.2693 -0.7841
C -2.7722 -1.4530 5.7250 -1.0114
C -0.9358 -1.0144 3.0328 1.4564
C -1.6795 -2.1725 2.4450 -1.6860
N -0.4330 -0.0931 2.1734 -0.2126
H -0.2300 2.3032 5.4712 0.3889
H -1.7448 1.4106 5.5438 0.2630
H -1.1024 1.9250 3.9894 0.3058
H 0.2561 -0.0716 5.9109 0.3990
H 0.9020 0.3634 4.3501 0.5440
H -0.6957 -1.9164 6.1118 0.3680
H -1.3794 -2.8436 4.8003 0.4745
H -2.7478 -0.5474 6.3282 0.3239
H -3.1912 -2.2477 6.3406 0.3905
H -3.4461 -1.2878 4.8838 0.3004
H -1.1024 -3.0937 2.5414 0.3860
H -1.8900 -2.0192 1.3856 0.4273
H -2.6332 -2.3107 2.9508 0.3664
H -0.0336 0.7418 2.5853 0.0772
```

=====

2.
The following is a DFT calculation (wB97M-V/def2-TZVPD) of C13H17N3OS as an isolated structure at a distorted geometry.

## Properties
Relative energy (zero: lowest compared OMol25 entry of this formula, charge and spin) ... 334.7 kcal/mol
E_tot ... -1142.78778 hartree

Geometry as XYZ:
```
35
Properties=species:S:1:pos:R:3:mulliken_charge:R:1
C 3.4619 -0.5451 -1.6233 -1.4766
C 2.6137 -1.7349 -1.4384 0.5168
C 1.8249 -2.1157 -0.2966 1.2482
S 1.2673 -3.7010 -0.4976 -0.0995
C 1.9896 -3.8509 -2.2404 -0.2598
C 2.7850 -2.8791 -2.4382 -0.8682
H 3.3863 -2.8045 -3.3073 0.3932
H 1.7143 -4.9256 -2.6824 0.3108
C 1.7198 -1.4234 0.7991 -1.9901
N 0.4987 -0.5537 0.8994 0.2563
C 0.2862 0.1551 -0.1109 0.1198
C -0.6272 1.2616 0.0922 0.2598
N -1.8182 1.4835 0.0827 -0.5004
C -2.2761 2.5792 0.7118 0.2327
N -1.2234 3.3920 0.6691 -0.3568
O 0.0116 2.5928 0.5728 -0.3144
C -3.4960 3.1510 0.8521 0.2872
C -3.9261 4.4398 0.5747 -0.6387
C -4.0813 4.0080 1.9618 -0.8767
H -4.7864 3.8021 2.6337 0.3998
H -3.0940 4.3312 2.4359 0.2784
H -3.1776 4.9411 0.2917 0.4806
H -5.0449 4.4982 0.1888 0.2016
H -4.2229 2.1427 0.8246 0.1847
H -0.1910 -0.2811 -1.2705 0.1914
H 1.2748 0.8438 -0.3399 -0.0082
C -0.5646 -1.3207 0.9784 -1.0643
H -1.6969 -0.8853 1.1784 0.2200
H -0.4631 -2.0809 2.0143 0.2187
H -0.7941 -2.0604 0.2445 0.4314
H 2.4574 -0.7070 1.0164 0.4839
H 1.7154 -2.0333 1.6313 0.6800
H 2.8411 0.0811 -2.3072 0.3127
H 4.4786 -0.7443 -2.2956 0.3013
H 3.7470 -0.0553 -0.8112 0.4443
```

=====

3.
The following is a DFT calculation (wB97M-V/def2-TZVPD) of one molecule with the formula C13H17NO at a distorted geometry.

## Properties
Structure (SMILES) ... CC(=O)CN1C(C)=C=CC2=C1CCCC2
Relative energy (zero: lowest compared OMol25 entry of this formula, charge and spin) ... 103.4 kcal/mol
E_tot ... -635.41740 hartree

Geometry as XYZ:
```
32
Properties=species:S:1:pos:R:3:mulliken_charge:R:1
C 0.8018 -3.3114 -0.3502 -1.2967
C 1.8643 -2.4604 -0.2637 -0.6298
C -0.6848 -2.1881 -0.1318 1.2088
C 1.8752 -1.0415 -0.2180 0.9728
C 0.7393 -0.2983 -0.0573 0.6880
C -2.5235 0.4298 -0.4912 1.1699
C 3.2260 -0.3923 -0.3719 -0.9758
C 0.7548 1.2092 -0.0641 -0.6711
C 3.2337 1.0933 -0.0443 -0.9146
C 2.0299 1.7444 -0.7078 -1.0353
C -1.9843 -2.8772 -0.0088 -1.3301
C -3.7373 1.1420 0.0494 -1.4941
C -1.6155 -0.1202 0.6066 -1.6367
N -0.4961 -0.9196 0.1120 0.2306
O -2.2878 0.3042 -1.6614 -0.5013
H 2.8439 -2.9334 -0.2907 0.3110
H 3.9440 -0.9245 0.2604 0.4863
H 3.5485 -0.5353 -1.4096 0.3539
H -0.1054 1.5877 -0.6236 0.3035
H 0.6970 1.6014 0.9600 0.2875
H 3.1751 1.2399 1.0366 0.3291
H 4.1612 1.5484 -0.3949 0.3654
H 2.0264 1.5043 -1.7717 0.3548
H 2.0668 2.8302 -0.6020 0.3655
H -2.3365 -2.8882 1.0272 0.3084
H -1.8591 -3.9079 -0.3318 0.3709
H -2.7468 -2.4001 -0.6260 0.3049
H -3.4324 1.9945 0.6529 0.3392
H -4.3611 1.4863 -0.7712 0.3811
H -4.3109 0.4698 0.6838 0.3441
H -2.2220 -0.7468 1.2666 0.5309
H -1.2429 0.7140 1.2029 0.4789
```

=====

4.
The following is a DFT calculation (wB97M-V/def2-TZVPD) of one molecule with the formula C13H17NO5S.

## Properties
Structure (SMILES) ... C=CCNS(=O)(=O)c1ccc(OCC(=O)OCC)cc1
Relative energy (zero: lowest compared OMol25 entry of this formula, charge and spin) ... 35.7 kcal/mol
E_tot ... -1334.67530 hartree

Geometry as XYZ:
```
37
Properties=species:S:1:pos:R:3:mulliken_charge:R:1
C -7.1217 -1.7156 0.0939 -0.7991
C -6.2020 -0.7878 0.2785 0.0671
C -4.7991 -1.0639 0.7271 -0.6693
N -3.8111 -0.5714 -0.2191 -0.2358
S -3.5095 1.0869 -0.2168 1.2609
O -4.0044 1.6408 1.0090 -0.6676
O -3.9483 1.6433 -1.4660 -0.6941
C -1.7280 1.0661 -0.1805 0.1174
C -1.0800 1.0223 1.0353 -0.7107
C 0.3023 0.9477 1.0831 -0.3778
C 1.0311 0.9103 -0.1044 0.6685
C 0.3594 0.9659 -1.3309 -0.8001
C -1.0159 1.0428 -1.3668 -0.4500
H -1.5542 1.0986 -2.2992 0.4354
H 0.9478 0.9465 -2.2340 0.4351
O 2.3824 0.8244 -0.1854 -0.2300
C 3.1324 0.7283 0.9983 -0.2824
C 4.6059 0.4980 0.6670 0.1771
O 5.4791 0.6489 1.4797 -0.5872
O 4.7769 0.1081 -0.5827 -0.3280
C 6.1162 -0.1701 -1.0051 -0.2374
C 6.5287 -1.5858 -0.6301 -1.1021
H 7.5198 -1.7918 -1.0234 0.3703
H 6.5507 -1.6929 0.4516 0.3130
H 5.8255 -2.3044 -1.0439 0.3026
H 6.7919 0.5573 -0.5441 0.3324
H 6.1021 -0.0361 -2.0881 0.2969
H 3.0603 1.6415 1.6044 0.3733
H 2.8054 -0.1234 1.6133 0.4022
H 0.7950 0.9238 2.0418 0.4067
H -1.6669 1.0608 1.9388 0.4443
H -3.9968 -0.8743 -1.1642 0.3260
H -4.6010 -0.5327 1.6613 0.2672
H -4.6333 -2.1353 0.8743 0.3584
H -6.4044 0.2567 0.0834 0.2928
H -8.1165 -1.4754 -0.2396 0.2649
H -6.9200 -2.7580 0.2832 0.2593
```

=====

5.
The following is a DFT calculation (wB97M-V/def2-TZVPD) of one molecule with the formula C13H17NO7S at a distorted geometry.

## Properties
Structure (SMILES) ... C#CC[C@]1(CCCCCOC(C)=O)OS(=O)(=O)O[C@@H]1N=C=O
E_tot ... -1484.63399 hartree

Geometry as XYZ:
```
39
Properties=species:S:1:pos:R:3:mulliken_charge:R:1
C -1.9100 -0.8811 2.4831 -0.6887
C -1.9415 -1.2684 1.1091 -0.1104
C -1.9822 -1.9444 -0.4202 -0.4394
C -1.0418 -1.0795 -1.4786 0.8801
C 0.5397 -1.0694 -1.0401 -1.1554
C 1.2222 0.4238 -0.9579 -0.1377
C 2.6717 0.2442 -0.1719 -0.6573
C 2.8805 1.3278 1.0509 -0.5520
C 2.1749 0.8736 2.4688 -0.1852
O 2.0984 2.0940 3.3261 -0.3230
C 0.7005 2.4586 3.6071 0.5676
C 0.0193 3.6255 2.6371 -0.6377
O 0.0271 1.8219 4.5883 -0.5346
O -1.7279 0.2393 -1.6846 -0.2973
S -2.8955 0.0450 -2.9574 1.0703
O -2.4707 1.0297 -4.0935 -0.5480
O -4.3646 0.4550 -2.6710 -0.5338
O -2.6439 -1.6421 -3.2854 -0.3959
C -1.2075 -1.7535 -2.9884 -0.1467
N -0.4544 -3.0256 -3.3080 -0.4082
C -1.1575 -4.1498 -2.8799 0.6756
O -1.5581 -5.1711 -2.0724 -0.4204
H -1.9847 -0.9834 3.6702 0.3297
H -3.1121 -2.0039 -0.7329 0.4137
H -1.5161 -3.0362 -0.3144 0.2984
H 0.6793 -1.5617 0.0341 0.4140
H 1.2376 -1.7077 -1.7671 0.3000
H 1.4753 0.7508 -2.0773 0.2882
H 0.5453 1.2504 -0.4805 0.1548
H 2.7839 -0.8261 0.2945 0.3333
H 3.5676 0.4062 -0.9406 0.3483
H 4.0466 1.3733 1.2580 0.2854
H 2.5601 2.4134 0.7448 0.2302
H 2.8521 0.1057 3.0823 0.2418
H 1.0777 0.4912 2.3077 0.1092
H 0.4910 4.6566 2.9265 0.2886
H 0.1570 3.3155 1.5150 0.1502
H -1.1472 3.6221 2.8883 0.2777
H -0.6920 -0.9199 -3.6697 0.5146
```

=====

6.
The following is a DFT calculation (wB97M-V/def2-TZVPD) of C13H18BCl3CsN4O15P2S as an isolated structure at a distorted geometry.

## Properties
Charge ... -1
E_tot ... -4359.55007 hartree

Geometry as XYZ:
```
58
Properties=species:S:1:pos:R:3:mulliken_charge:R:1
C 4.4560 2.1311 -0.5690 -0.8029
C 3.0026 2.6178 0.0939 0.0853
Cl 3.2848 4.4161 0.5990 -0.1904
C 1.7468 2.4925 -1.0035 -0.3993
Cl 0.1260 3.0737 -0.3192 -0.0174
C 1.7509 0.9226 -1.5194 0.1718
C 1.2459 -0.3519 -0.5651 0.8331
C 0.6494 -0.1334 0.9737 -0.6148
B -1.0212 -0.2129 0.8426 0.6466
O -1.7087 -0.6523 -0.4220 -0.5781
O -1.9423 0.1912 1.9574 -0.6188
C 1.3005 -1.9407 -1.0810 -0.0517
P 0.7614 -3.3855 0.0728 -0.0055
P -0.9154 -4.5159 -0.7408 0.9722
O -0.4796 -6.0535 -0.9393 -0.7927
O -2.1884 -4.5710 0.4941 -0.5247
O -1.6147 -3.8373 -2.1944 -0.5102
C 1.8384 -2.1742 -2.6141 0.3764
N 1.9823 -3.4952 -3.3370 -0.5783
S 2.6291 -3.1002 -4.9180 0.1584
N 2.7871 -1.3604 -4.9526 -0.5242
C 2.3337 -0.9021 -3.5739 0.4682
C 2.3019 0.6937 -3.0818 -0.0453
O 2.7068 1.8209 -3.9404 -0.1194
N 3.8168 1.5501 -4.6489 0.0992
O 4.7776 1.3180 -3.9334 -0.2321
H 4.4370 0.9404 -0.6489 0.2304
H 4.6055 2.6374 -1.6331 0.1525
H 5.3752 2.3680 0.1519 0.3852
H 2.7917 2.0271 1.0897 0.2100
H 2.0383 3.2615 -1.8689 0.4149
H 0.9303 0.9269 1.3866 -0.2030
H 1.0340 -1.0007 1.6983 0.3327
H -1.7933 0.1513 -1.0478 0.3136
H -2.4716 0.9548 1.5319 0.3067
H 1.8937 -4.2800 0.0952 0.0306
H -1.7341 -4.9826 1.2978 0.2870
H -1.2075 -4.2505 -3.0220 0.3265
O -4.6294 -2.9238 2.7174 -0.6309
C -5.2416 -2.7477 1.6703 0.7404
N -4.6505 -2.9804 0.4664 -0.1989
C -6.6644 -2.2708 1.6226 -0.9313
H -5.1132 -2.8500 -0.4216 0.1846
H -3.6913 -3.3026 0.4727 0.0835
H -6.7290 -1.2922 2.1060 0.2618
H -7.2984 -2.9859 2.1539 0.2546
H -7.0271 -2.1779 0.5951 0.3034
Cs 0.0016 -7.4221 0.6189 0.8952
C 0.6565 7.1387 2.1967 0.7530
O 0.4504 6.8524 0.9928 -0.7798
O 1.5714 6.3356 2.7210 -0.3984
O 0.1592 8.0164 2.9371 -0.7959
H 1.6707 5.8586 1.8720 0.2718
O -0.6585 1.7563 4.6205 -0.7395
Cl -0.5984 2.6912 3.5138 1.7828
O 0.2957 3.7821 3.8504 -0.6042
O -1.9243 3.2164 3.2520 -0.7137
O -0.1063 2.0104 2.3319 -0.7310
```

=====

7.
The following is a DFT calculation (wB97M-V/def2-TZVPD) of C13H18Br2FeN6S2 as an isolated structure at a distorted geometry.

## Properties
Charge ... +2
Relative energy (zero: lowest compared OMol25 entry of this formula, charge and spin) ... 9.1 kcal/mol
<S²> ... 6.0131
E_tot ... -8042.37981 hartree
2S+1 ... 5

Geometry as XYZ:
```
42
Properties=species:S:1:pos:R:3:mulliken_charge:R:1
Fe 1.0465 -0.6338 1.0259 0.1911
C 0.5171 3.3233 -1.1327 -1.6988
C 0.9397 1.9842 -0.6182 0.8542
N 0.7031 1.5798 0.5628 0.2767
N 0.0705 2.3704 1.4651 -0.2429
C 0.0683 1.9474 2.7588 0.4967
N -0.4158 2.7983 3.6485 -0.3448
S 0.6429 0.4266 3.2151 -0.3596
C 1.7610 1.0204 -1.4170 0.5542
C 2.0629 1.2162 -2.7453 -0.6691
C 2.9094 0.3148 -3.3897 -0.5455
C 3.4342 -0.7399 -2.6764 -0.7874
C 3.0672 -0.8771 -1.3435 0.2289
N 2.2472 -0.0278 -0.7267 -0.1696
H 0.9167 4.1190 -0.4966 0.4331
H 0.8733 3.5224 -2.1373 0.3252
H -0.5730 3.4043 -1.1337 0.4384
H -0.2025 3.3115 1.2234 0.2806
H -0.7071 3.7347 3.4167 0.2012
H -0.4547 2.5172 4.6152 0.2386
H 1.6639 2.0595 -3.2904 0.2864
H 3.1582 0.4545 -4.4342 0.4800
H 4.1126 -1.4503 -3.1282 0.4336
H 3.4520 -1.7011 -0.7535 0.2760
Br 0.0817 -3.1921 3.6462 -0.0427
C 1.9839 -3.1701 3.5927 -0.5424
Br 2.7190 -2.3877 1.9522 0.0387
H 2.3536 -4.1841 3.6015 0.4059
H 2.3691 -2.5760 4.4071 0.3865
C -3.6009 -2.5211 0.7277 -0.8569
N -3.2612 -1.6787 -0.4283 0.1686
C -4.1848 -1.1291 -1.3096 -0.1654
C -3.4956 -0.4388 -2.2340 -0.5925
N -2.1599 -0.5714 -1.8915 0.0631
C -2.0224 -1.3331 -0.7956 0.2088
S -0.5700 -1.8817 -0.0701 -0.3000
H -4.5103 -3.0684 0.5009 0.3364
H -3.7549 -1.9028 1.6080 0.3061
H -2.7919 -3.2200 0.9090 0.3206
H -5.2443 -1.2893 -1.2038 0.4431
H -3.8321 0.1143 -3.0940 0.4263
H -1.3728 -0.2446 -2.4266 0.2186
```

=====

> The highest E_tot belongs to which entry?

C13H17NO